(1)
Here is a structure of composition C47H31F4N5OP2RbS6 from the OMol25 dataset. Energies are from ωB97M-V with the def2-TZVPD basis set.

XYZ file:
```
97
C47H31F4N5OP2RbS6 | the OMol25 dataset | ωB97M-V with the def2-TZVPD basis set
Rb 1.869 -1.146 -0.493
O 3.328 0.146 -1.988
N 4.288 1.022 -2.017
C 5.271 0.956 -1.088
C 6.281 1.881 -1.045
C 6.286 2.914 -1.978
C 5.276 2.977 -2.907
C 4.248 2.024 -2.964
S 2.988 2.086 -4.148
H 5.182 0.121 -0.410
H 7.039 1.790 -0.281
H 7.061 3.668 -1.962
H 5.232 3.776 -3.634
C -2.387 -0.265 0.145
C -1.642 0.768 -0.710
P -2.529 2.274 -1.293
C -3.916 1.453 -2.172
C -3.725 1.267 -3.541
C -4.665 0.589 -4.304
C -5.819 0.101 -3.709
C -6.024 0.287 -2.347
C -5.077 0.954 -1.584
C -3.311 2.886 0.248
C -4.487 3.635 0.198
C -5.022 4.200 1.345
C -4.383 4.042 2.568
C -3.198 3.324 2.630
C -2.668 2.757 1.480
P -1.152 -1.211 1.141
C -1.011 -2.798 0.201
C -0.996 -4.038 0.832
C -0.717 -5.195 0.117
C -0.449 -5.136 -1.240
C -0.477 -3.910 -1.888
C -0.756 -2.756 -1.175
C -2.049 -1.748 2.633
C -1.279 -2.142 3.727
C -1.885 -2.554 4.905
C -3.268 -2.555 5.011
C -4.043 -2.147 3.935
C -3.437 -1.748 2.752
H -3.007 -0.920 -0.469
H -3.041 0.244 0.857
H -1.270 0.320 -1.635
H -0.752 1.131 -0.185
H -2.822 1.646 -4.008
H -4.491 0.445 -5.363
H -6.558 -0.423 -4.303
H -6.920 -0.100 -1.876
H -5.244 1.088 -0.522
H -4.992 3.779 -0.751
H -5.940 4.772 1.282
H -4.802 4.480 3.465
H -2.679 3.203 3.572
H -1.735 2.211 1.557
H -1.193 -4.107 1.894
H -0.694 -6.145 0.635
H -0.196 -6.035 -1.786
H -0.267 -3.847 -2.948
H -0.771 -1.807 -1.705
H -0.197 -2.108 3.663
H -1.272 -2.852 5.746
H -3.741 -2.866 5.934
H -5.123 -2.135 4.016
H -4.055 -1.444 1.916
C 0.782 0.183 -6.258
S -0.881 0.884 -6.240
C -0.604 2.527 -5.696
C -0.137 2.943 -4.485
S 0.410 1.984 -3.173
S -0.131 4.677 -4.279
C -0.793 5.142 -5.792
S -1.105 6.698 -6.257
S -1.090 3.776 -6.801
H 0.664 -0.840 -6.619
H 1.207 0.168 -5.259
H 1.428 0.734 -6.938
F 2.367 -1.586 1.927
C 3.436 -1.570 2.784
C 3.431 -0.557 3.724
F 2.394 0.305 3.660
C 4.418 -0.408 4.703
C 5.420 -1.378 4.568
C 5.426 -2.372 3.606
F 6.479 -3.212 3.617
C 4.418 -2.547 2.654
C 4.411 -3.625 1.650
C 3.435 -3.712 0.648
N 2.634 -3.784 -0.194
C 5.368 -4.664 1.624
N 6.111 -5.550 1.561
F 6.464 -1.376 5.419
C 4.397 0.617 5.733
C 5.464 0.819 6.635
N 6.303 1.028 7.406
C 3.279 1.455 5.940
N 2.383 2.157 6.157
```

Results
**E_HOMO (spin up / spin down)**: -0.06579 / -0.06579 Ha
**Energy relative to the best compared isomer or geometry (same formula, charge and spin)**: 19.0 kcal per mole
**Multiplicity**: 2
**LUMO level (spin up / spin down)**: 3.13 / 2.16 eV
**Charge**: -2
**Expectation value of S²**: 0.77
**Largest force on an atom**: 1.0 eV Å⁻¹

Listed below, in e, are the Löwdin charges computed for each atom: atom 1 (Rb): 0.955, atom 2 (O): -0.412, atom 3 (N): -0.239, atom 4 (C): -0.017, atom 5 (C): -0.062, atom 6 (C): -0.089, atom 7 (C): -0.106, atom 8 (C): -0.629, atom 9 (S): 0.656, atom 10 (H): 0.136, atom 11 (H): 0.108, atom 12 (H): 0.101, atom 13 (H): 0.097, atom 14 (C): -0.397, atom 15 (C): -0.468, atom 16 (P): 1.063, atom 17 (C): -0.369, atom 18 (C): -0.094, atom 19 (C): -0.082, atom 20 (C): -0.100, atom 21 (C): -0.093, atom 22 (C): -0.104, atom 23 (C): -0.389, atom 24 (C): -0.117, atom 25 (C): -0.097, atom 26 (C): -0.101, atom 27 (C): -0.077, atom 28 (C): -0.097, atom 29 (P): 1.055, atom 30 (C): -0.381, atom 31 (C): -0.080, atom 32 (C): -0.079, atom 33 (C): -0.092, atom 34 (C): -0.089, atom 35 (C): -0.176, atom 36 (C): -0.387, atom 37 (C): -0.099, atom 38 (C): -0.077, atom 39 (C): -0.096, atom 40 (C): -0.092, atom 41 (C): -0.087, atom 42 (H): 0.089, atom 43 (H): 0.055, atom 44 (H): 0.024, atom 45 (H): 0.051, atom 46 (H): 0.070, atom 47 (H): 0.100, atom 48 (H): 0.095, atom 49 (H): 0.097, atom 50 (H): 0.101, atom 51 (H): 0.104, atom 52 (H): 0.096, atom 53 (H): 0.096, atom 54 (H): 0.108, atom 55 (H): 0.104, atom 56 (H): 0.097, atom 57 (H): 0.103, atom 58 (H): 0.102, atom 59 (H): 0.108, atom 60 (H): 0.081, atom 61 (H): 0.108, atom 62 (H): 0.106, atom 63 (H): 0.097, atom 64 (H): 0.097, atom 65 (H): 0.098, atom 66 (C): -0.404, atom 67 (S): 0.787, atom 68 (C): -1.022, atom 69 (C): -1.162, atom 70 (S): 0.541, atom 71 (S): 0.902, atom 72 (C): -1.524, atom 73 (S): 0.461, atom 74 (S): 0.884, atom 75 (H): 0.030, atom 76 (H): -0.022, atom 77 (H): 0.041, atom 78 (F): -0.132, atom 79 (C): -0.162, atom 80 (C): -0.166, atom 81 (F): 0.073, atom 82 (C): -0.077, atom 83 (C): -0.160, atom 84 (C): -0.165, atom 85 (F): 0.079, atom 86 (C): -0.075, atom 87 (C): -0.207, atom 88 (C): -0.289, atom 89 (N): 0.035, atom 90 (C): -0.280, atom 91 (N): 0.091, atom 92 (F): 0.080, atom 93 (C): -0.227, atom 94 (C): -0.290, atom 95 (N): 0.080, atom 96 (C): -0.290, atom 97 (N): 0.083

(2)
Here is a cluster of 2 separate species, CHBrNO2 in total at a distorted geometry from the OMol25 dataset. Energies are from ωB97M-V with the def2-TZVPD basis set.

XYZ file:
```
6
CHBrNO2 | the OMol25 dataset | ωB97M-V with the def2-TZVPD basis set
C -2.269 -2.046 0.398
N 0.136 -2.397 0.008
O 0.779 -1.698 0.710
O 0.547 -3.193 -0.771
Br -1.876 -0.135 0.133
H -1.930 -2.247 1.525
```

Results
**E_HOMO (spin up / spin down)**: -0.12520 / -0.12530 Ha
**Energy relative to the best compared isomer or geometry (same formula, charge and spin)**: 137.1 kcal per mole
**LUMO level (spin up / spin down)**: 3.75 / 3.75 eV
**Charge**: -1
**Largest force on an atom**: 5.5 eV Å⁻¹

Listed below, in e, are the natural (NBO) charges computed for each atom: atom 1 (C): -0.395, atom 2 (N): 0.404, atom 3 (O): -0.490, atom 4 (O): -0.495, atom 5 (Br): -0.120, atom 6 (H): 0.096